DFT (the ωB97M-V functional and the def2-TZVPD basis) results for one molecule with the formula C3H3NO2.

Last column: Mulliken charge in e.
Cartesian coordinates (Å):
O1 -2.28 0.25 0.02  -0.600
C1 -1.09 0.42 -0.11  0.362
N1 -0.46 1.34 -0.92  -0.395
O2 0.90 1.01 -0.83  -0.026
C2 1.18 -0.01 -0.13  0.043
C3 -0.04 -0.56 0.45  -0.339
H1 -0.45 -1.45 -0.01  0.216
H2 2.23 -0.24 -0.01  0.406
H3 0.02 -0.76 1.53  0.331

Properties
lowest unoccupied orbital energy (alpha / beta)	-0.0366 / -0.0366	Eh
Kohn-Sham gap (alpha / beta)	0.300 / 0.300	Ha
total charge	0

---

DFT (the ωB97M-V functional and the def2-TZVPD basis) results for one molecule with the formula C6H10FN in a non-equilibrium geometry.

Last column: Mulliken charge in e.
Cartesian coordinates (Å):
C1 -0.59 1.49 -1.56  -0.993
N1 0.05 0.53 -0.69  -0.079
C2 -0.49 -0.72 -1.04  -0.672
C3 -0.03 -1.57 0.09  -0.625
C4 0.15 -0.71 1.37  -0.705
C5 1.33 0.25 1.62  -0.162
F1 2.61 0.16 1.02  -0.312
C6 0.06 0.68 0.84  -0.137
H1 -0.45 1.10 -2.54  0.290
H2 -0.04 2.46 -1.32  0.344
H3 -1.76 1.41 -1.29  0.314
H4 -1.57 -0.69 -0.98  0.455
H5 -0.02 -1.02 -1.97  0.354
H6 -0.94 -2.26 0.28  0.295
H7 0.92 -1.95 0.08  0.322
H8 -0.30 -1.01 2.15  0.665
H9 1.65 0.32 2.74  0.314
H10 -0.57 1.53 1.21  0.333

Properties
lowest unoccupied orbital energy	0.0387	Eh
Kohn-Sham gap	0.349	Ha
total charge	0
SMILES string	CN1CC[C@H]2[C@@H](F)[C@H]21

---

DFT (the ωB97M-V functional and the def2-TZVPD basis) results for C12H8FeN3O3 as an isolated structure in a non-equilibrium geometry.

Last column: Mulliken charge in e.
Cartesian coordinates (Å):
Fe1 -0.84 0.03 -0.18  0.442
O1 2.30 1.36 1.84  -0.668
C1 1.61 1.10 0.89  0.286
N1 1.10 -0.04 0.42  -0.179
C2 1.57 -1.32 0.82  -0.076
O2 2.65 -1.55 1.29  -0.659
C3 0.61 -2.42 0.28  0.418
C4 0.89 -3.74 0.04  -0.486
C5 -0.16 -4.60 -0.33  -0.203
C6 -1.40 -4.15 -0.62  -0.780
C7 -1.63 -2.71 -0.42  0.214
N2 -0.67 -1.94 -0.03  -0.193
C8 0.87 2.31 0.27  0.497
C9 1.29 3.63 0.31  -0.542
C10 0.39 4.63 0.03  -0.315
C11 -0.90 4.25 -0.34  -0.682
C12 -1.26 2.91 -0.41  0.017
N3 -0.39 1.93 -0.15  -0.178
H1 1.92 -4.07 0.18  0.378
H2 0.04 -5.66 -0.55  0.332
H3 -2.16 -4.76 -0.99  0.423
H4 -2.60 -2.28 -0.64  0.404
H5 2.32 3.89 0.56  0.374
H6 0.70 5.64 -0.15  0.357
H7 -1.68 4.94 -0.55  0.398
H8 -2.25 2.61 -0.77  0.359
O3 -2.30 0.00 -0.83  -0.938

Properties
lowest unoccupied orbital energy (alpha / beta)	0.0941 / 0.1186	Eh
Kohn-Sham gap (alpha / beta)	0.120 / 0.314	Ha
total charge	-1
spin multiplicity	5

---

DFT (the ωB97M-V functional and the def2-TZVPD basis) results for one molecule with the formula C20H22ClN3O2S in a non-equilibrium geometry.

Last column: Mulliken charge in e.
Cartesian coordinates (Å):
C1 -6.93 -1.57 0.12  -0.879
O1 -5.60 -1.36 0.04  -0.326
C2 -5.41 0.03 -0.01  0.498
O2 -6.30 0.77 -0.24  -0.532
C3 -3.95 0.47 0.00  0.402
C4 -3.57 1.78 -0.22  -1.198
C5 -2.16 2.08 0.03  0.634
C6 -1.32 1.38 0.47  -0.326
N1 0.01 1.44 0.80  -0.050
C7 0.90 2.26 0.11  0.033
S1 0.57 3.14 -1.33  -0.371
N2 2.03 2.60 0.72  0.025
C8 3.27 3.33 -0.18  -0.891
C9 4.34 2.29 0.03  -1.357
N3 3.92 0.87 0.04  -0.051
C10 3.27 0.48 -1.05  -0.522
C11 2.64 -1.11 -0.64  0.407
C12 3.62 -2.11 -0.23  -1.132
C13 3.13 -3.23 -0.10  0.046
C14 1.74 -3.65 -0.37  0.011
Cl1 1.20 -5.21 -0.09  -0.215
C15 0.93 -2.61 -0.68  -0.411
C16 1.36 -1.50 -0.98  -0.249
C17 3.22 0.82 1.59  -0.428
C18 2.53 2.10 1.89  -1.678
C19 -1.79 -0.03 0.63  0.290
C20 -2.98 -0.67 0.45  -1.699
H1 -7.47 -0.98 0.67  0.409
H2 -6.87 -2.53 0.28  0.330
H3 -7.23 -1.47 -1.03  0.262
H4 -4.22 2.57 -0.55  0.444
H5 -1.76 2.99 -0.12  0.723
H6 0.65 0.64 1.21  0.279
H7 3.40 4.05 0.35  0.613
H8 2.71 3.46 -1.21  0.305
H9 4.78 2.38 -0.79  0.779
H10 4.96 2.46 0.75  0.652
H11 2.29 1.08 -1.26  0.150
H12 4.04 0.20 -1.68  0.645
H13 4.61 -1.79 -0.13  0.555
H14 3.78 -4.09 0.57  0.098
H15 -0.10 -2.68 -0.82  0.567
H16 0.67 -0.68 -1.31  0.290
H17 2.78 -0.14 1.41  0.447
H18 4.14 0.37 2.17  0.300
H19 3.13 2.75 2.52  0.291
H20 1.71 1.93 2.27  0.970
H21 -0.97 -0.87 0.94  0.004
H22 -3.30 -1.41 0.81  0.857

Properties
lowest unoccupied orbital energy	0.0114	Eh
Kohn-Sham gap	0.311	Ha
total charge	0
SMILES string	COC(=O)c1ccc(NC(=S)N2CCN(Cc3ccc(Cl)cc3)CC2)cc1

---

DFT (the ωB97M-V functional and the def2-TZVPD basis) results for a 4-piece molecular cluster, C4H9NO overall in a non-equilibrium geometry.

Last column: Mulliken charge in e.
Cartesian coordinates (Å):
C1 1.24 -1.38 -0.92  -1.115
C2 1.52 -1.38 0.37  0.706
N1 1.76 -1.26 1.56  -0.511
H1 2.22 -2.00 2.08  0.279
H2 -0.68 0.46 -2.07  0.231
H3 0.02 0.07 -1.78  -0.193
H4 0.48 -2.08 -1.25  0.356
H5 2.06 -1.32 -1.61  0.346
C3 -0.89 0.78 0.35  0.286
C4 -0.96 2.11 0.52  -0.815
O1 -1.98 -0.04 0.47  -0.443
H6 -2.78 0.47 0.30  0.302
H7 -0.05 0.25 0.83  0.110
H8 -1.88 2.65 0.37  0.206
H9 -0.08 2.68 0.77  0.253

Properties
lowest unoccupied orbital energy	0.0342	Eh
Kohn-Sham gap	0.353	Ha
total charge	0

---

DFT (the ωB97M-V functional and the def2-TZVPD basis) results for C14H33O12V as an isolated structure in a non-equilibrium geometry.

Last column: Mulliken charge in e.
Cartesian coordinates (Å):
O1 -0.42 -0.56 -0.08  -0.315
V1 -1.94 -0.90 0.16  1.475
O2 -2.66 -0.79 -1.25  -0.601
C1 -2.73 0.77 2.20  1.340
O3 -2.32 -0.40 2.35  -0.792
O4 -2.83 1.14 1.01  -0.695
O5 -3.67 1.02 2.98  -0.384
O6 -0.66 -4.87 0.69  -0.401
C2 -1.79 -4.24 0.80  0.646
O7 -2.71 -4.76 1.39  -0.683
O8 -1.98 -3.12 0.31  -0.809
H1 -0.95 -5.51 1.34  0.290
C3 2.28 0.19 3.61  -1.703
C4 0.92 -0.24 3.09  1.532
C5 0.92 -1.72 3.35  -0.729
O9 0.00 0.42 3.89  -0.692
H2 2.41 0.11 4.69  0.402
H3 2.30 1.27 3.48  0.394
H4 3.21 -0.11 3.12  0.265
H5 0.86 0.13 2.06  -0.214
H6 1.50 -2.35 2.68  -0.305
H7 -0.09 -2.10 3.19  0.288
H8 1.41 -1.91 4.31  0.377
H9 -0.88 0.15 3.61  0.346
C6 1.55 1.89 -3.33  -1.559
C7 0.78 2.14 -2.04  1.093
C8 1.73 2.05 -0.86  -0.801
O10 0.23 3.44 -2.15  -0.648
H10 1.86 0.85 -3.29  0.341
H11 2.43 2.53 -3.36  0.346
H12 0.87 2.10 -4.16  0.378
H13 -0.05 1.44 -2.01  -0.093
H14 2.00 1.01 -0.68  -0.139
H15 1.13 2.24 0.03  0.290
H16 2.58 2.73 -0.86  0.401
H17 -0.30 3.59 -1.36  0.356
C9 -4.96 4.07 -3.44  -1.275
C10 -4.14 2.78 -3.75  0.435
C11 -2.95 2.53 -2.75  -1.262
O11 -5.10 1.73 -3.64  -0.578
H18 -5.84 4.13 -4.08  0.342
H19 -4.28 4.92 -3.52  0.348
H20 -5.38 4.03 -2.43  0.278
H21 -3.77 2.89 -4.77  0.276
H22 -2.67 1.48 -2.90  0.322
H23 -3.17 2.80 -1.72  0.329
H24 -2.11 3.18 -3.01  0.446
H25 -4.91 1.39 -2.76  0.331
C12 2.61 -2.19 0.21  -0.396
C13 4.00 -2.41 0.86  1.087
C14 4.02 -3.68 1.59  -1.440
O12 4.99 -2.47 -0.10  -0.561
H26 1.70 -2.62 0.62  0.189
H27 2.55 -2.82 -0.67  0.479
H28 2.41 -1.16 -0.08  -0.606
H29 4.15 -1.60 1.58  -0.101
H30 4.92 -3.70 2.21  0.391
H31 3.92 -4.63 1.07  0.297
H32 3.16 -3.64 2.25  0.314
H33 5.83 -2.63 0.35  0.360

Properties
lowest unoccupied orbital energy (alpha / beta)	0.0807 / -0.0177	Eh
Kohn-Sham gap (alpha / beta)	0.315 / 0.216	Ha
total charge	-1
spin multiplicity	2